No. 1
Density functional theory data (wB97M-V/def2-TZVPD) for an isolated molecule of CH4N2S in a non-equilibrium geometry.

Its relative energy (zero: lowest compared OMol25 entry of this formula, charge and spin) is 211.1 kJ/mol. Its structure (SMILES) is NNC=S. The orbital gap comes out at 9.11 eV. Its calculated total energy is -548.1314 hartree. Its maximum force is 5.2 eV Å⁻¹.

Cartesian coordinates (Å):
N 1.37475 -0.33147 -0.21911
N -0.03175 -0.47110 -0.02132
C -0.99119 0.41061 0.36287
S -2.48500 -0.01760 -0.03167
H 1.68415 0.20256 0.60910
H 1.67349 0.04813 -1.04329
H -0.33164 -1.20265 -0.56873
H -0.89281 1.36153 0.91217

Atoms 1-3, force components in eV/Å:
-0.9 -0.6 5.1
2.2 2.2 0.5
0.4 -0.3 -0.6

***

No. 2
Density functional theory data (wB97M-V/def2-TZVPD) for an isolated molecule of CH5O2P in a non-equilibrium geometry.

Its relative energy (zero: lowest compared OMol25 entry of this formula, charge and spin) is 444.9 kJ/mol. Its structure (SMILES) is CPOO. The orbital gap comes out at 9.21 eV. Its calculated total energy is -532.7594 hartree. Its maximum force is 4.4 eV Å⁻¹.

Cartesian coordinates (Å):
C -1.11301 0.34889 -0.20980
P -0.38950 -1.38449 -0.08466
O 1.58636 -0.72640 0.46125
O 1.75658 0.62481 0.11578
H -0.21984 0.93890 -0.24356
H -1.76205 0.63597 0.49614
H -1.66520 0.50827 -1.16179
H -0.49779 -1.52614 1.41575
H 2.30446 0.58018 -0.78909

Atoms 1-3, force components in eV/Å:
1.4 -2.2 -3.5
2.1 1.8 2.6
-2.5 -0.8 -1.0

***

No. 3
Density functional theory data (wB97M-V/def2-TZVPD) for an isolated molecule of C7H11O3PS in a non-equilibrium geometry.

Its relative energy (zero: lowest compared OMol25 entry of this formula, charge and spin) is 58.8 kJ/mol. Its structure (SMILES) is COP(=O)(OC)C1=CC=CCS1. The orbital gap comes out at 8.19 eV. Its calculated total energy is -1238.5771 hartree. Its maximum force is 4.3 eV Å⁻¹.

Cartesian coordinates (Å):
C -0.15731 1.60537 -2.60957
O -0.49160 1.58534 -1.21411
P 0.71430 1.03012 -0.23033
O 2.04778 0.98400 -0.86482
O 0.58781 2.12021 0.94563
C 1.61020 3.10673 1.16568
C -0.01217 -0.57596 0.48423
C -1.20958 -0.65999 1.11068
C -1.75459 -1.96755 1.47530
C -1.29563 -3.17118 1.03796
C -0.09948 -3.45637 0.13409
S 0.91890 -1.90694 -0.19622
H 0.62308 0.98370 -2.95451
H -0.05086 2.72400 -2.95752
H -1.11679 1.33412 -3.05620
H 2.08079 2.90131 2.24224
H 1.21096 4.08080 0.94988
H 2.37396 3.01690 0.43345
H -1.65997 0.24618 1.35680
H -2.75291 -2.10175 1.86632
H -1.84292 -4.07367 1.42452
H 0.77822 -4.07131 0.30600
H -0.50218 -3.73406 -0.84949

Atoms 1-3, force components in eV/Å:
-2.7 3.2 -0.8
2.1 -1.1 0.8
-1.3 0.9 0.4

***

No. 4
Density functional theory data (wB97M-V/def2-TZVPD) for a structure of composition C14H16MnN2O6S4.

Its relative energy (zero: lowest compared OMol25 entry of this formula, charge and spin) is 37.9 kJ/mol. The orbital gap (spin up / spin down) comes out at 7.66 / 7.58 eV. Its calculated total energy is -3847.8492 hartree. Its maximum force is 0.6 eV Å⁻¹. Its spin multiplicity is 4.

Cartesian coordinates (Å):
Mn -0.18094 -0.16158 0.08529
O 0.52646 2.39755 1.81948
S 0.45824 1.24842 2.67258
O -0.12660 1.42974 3.96766
O -0.15598 0.03514 1.97312
C 2.11172 0.60760 2.95975
C 2.66136 0.86932 4.20440
C 3.89801 0.34373 4.54998
C 4.59168 -0.45537 3.66005
C 4.05980 -0.72457 2.40919
C 2.82488 -0.20060 2.05502
S 2.31374 -0.52555 0.38254
O 3.47993 -0.90368 -0.34754
O 1.22111 -1.55267 0.35478
O 1.62073 0.71471 -0.07117
H 2.09200 1.47068 4.89882
H 4.31559 0.55637 5.52554
H 5.55335 -0.86854 3.93402
H 4.59892 -1.32226 1.68839
C -4.62972 -1.37194 0.15526
C -3.30220 -0.66854 0.06778
S -1.92528 -1.63412 0.16548
C -3.21665 0.72314 -0.06651
C -4.44164 1.59388 -0.11849
S -1.74505 1.52352 -0.13218
H -4.49033 -2.44900 0.20151
H -5.25389 -1.13673 -0.71000
H -5.17327 -1.05664 1.04936
H -5.35963 1.01002 -0.15029
H -4.40707 2.24350 -0.99359
H -4.47385 2.23862 0.76143
C -0.30903 -2.71329 -2.49766
C -0.13297 -1.27056 -2.80992
N -0.07908 -0.26858 -1.95509
C 0.15230 0.88955 -2.68284
C 0.22538 0.57470 -3.99385
N 0.03894 -0.79326 -4.05577
H 0.14529 -2.93553 -1.53449
H 0.16718 -3.32686 -3.26193
H -1.36575 -2.97308 -2.44006
H 0.27071 1.84236 -2.20017
H 0.40002 1.17882 -4.86487
H 0.04258 -1.35503 -4.88992

Atoms 1-3, force components in eV/Å:
-0.6 -0.3 -0.2
0.0 0.0 0.0
0.1 -0.2 0.1

***

No. 5
Density functional theory data (wB97M-V/def2-TZVPD) for a cluster of 2 separate species, C29H41BrF12N4O4 in total in a non-equilibrium geometry.

Its structure (SMILES) is [H]/N=C(/C)C[C@@](CCCCCN)(C[C@@H](C)Br)O[C@H](C(F)(F)F)[C@](CCC(F)(F)C(F)(F)C(F)(F)C(F)(F)F)(OCO)c1ccccc1.NC(N)=O. The orbital gap comes out at 9.36 eV. Its calculated total energy is -5421.7046 hartree. Its maximum force is 4.3 eV Å⁻¹.

Cartesian coordinates (Å):
H 6.91024 -1.34768 -1.13990
N 6.53821 -1.91819 -0.36246
C 5.46913 -1.32825 0.17052
C 4.84839 -2.11822 1.44139
C 4.89204 0.04759 -0.34496
C 3.70460 -0.05063 -1.48473
C 3.91450 1.41183 -2.20573
C 4.01756 2.65842 -1.22692
C 2.84857 2.89117 -0.17019
C 3.35965 2.96550 1.37935
C 2.43164 3.88375 2.30669
N 2.65322 3.40898 3.73199
C 4.21570 -1.09496 -2.56346
C 3.84398 -2.61817 -2.54655
C 3.32160 -3.33881 -1.23569
Br 2.54989 -3.11444 -4.03261
O 2.50162 -0.22677 -0.78069
C 1.28818 -0.53136 -1.43043
C 0.78296 0.40355 -2.61055
F -0.57401 0.16241 -3.03145
F 1.51134 0.00190 -3.78912
F 0.83759 1.79316 -2.37749
C 0.18520 -0.76476 -0.22699
C -0.65562 0.55538 0.09646
C -1.95802 0.30412 1.04802
C -2.63134 1.66717 1.55443
F -3.13750 1.38524 2.87853
F -1.72296 2.74652 1.71428
C -3.77763 2.16352 0.54673
F -3.50815 1.92375 -0.81921
F -3.84279 3.59500 0.68797
C -5.25338 1.62555 0.86582
F -5.78588 2.11819 2.09615
F -6.10531 2.19141 -0.14693
C -5.44803 0.04012 0.75447
F -6.85002 -0.23610 0.87245
F -5.08787 -0.48212 -0.52242
F -4.83159 -0.69115 1.79105
O 1.00039 -1.27205 0.86831
C 1.09114 -0.45905 2.02507
O 2.15010 -1.02960 2.86502
C -0.74473 -2.06701 -0.51617
C -1.03160 -2.68448 -1.89162
C -1.91679 -3.96324 -2.08448
C -2.56407 -4.67723 -0.88342
C -2.27019 -4.11081 0.52696
C -1.39115 -2.86036 0.68576
H 4.90090 -1.35481 2.30785
H 5.49716 -3.00151 1.75887
H 3.74775 -2.37733 1.28438
H 5.78273 0.62360 -0.80245
H 4.41022 0.59061 0.53357
H 4.96325 1.30292 -2.68986
H 3.21057 1.59874 -3.07443
H 4.02767 3.59502 -1.91133
H 5.01732 2.74758 -0.65050
H 2.38889 3.93787 -0.35973
H 1.97778 2.16492 -0.18612
H 3.30005 1.89596 1.81881
H 4.44071 3.34709 1.39445
H 1.33563 3.77489 2.01359
H 2.82970 4.95538 2.27768
H 2.60888 4.20669 4.38671
H 3.61435 3.04197 3.83780
H 3.92554 -0.67389 -3.60416
H 5.37078 -1.01259 -2.57085
H 4.79170 -3.20393 -2.86184
H 4.23775 -3.75177 -0.66440
H 2.74067 -4.28355 -1.56359
H 2.61562 -2.75520 -0.56278
H 1.38906 -1.58203 -1.90599
H -0.01293 1.43671 0.48183
H -1.15694 1.01970 -0.83907
H -2.73369 -0.17742 0.33643
H -1.78168 -0.45697 1.87042
H 1.43400 0.63244 1.85200
H 0.17515 -0.39720 2.70300
H 1.67409 -1.59167 3.51529
H -0.57334 -2.25611 -2.83471
H -2.07249 -4.36026 -3.14452
H -3.20449 -5.61974 -1.03454
H -2.72551 -4.62967 1.43898
H -1.20626 -2.49740 1.76324
N -9.99735 -0.08822 0.47601
C -10.85471 0.95582 0.35553
N -10.26430 2.17747 0.36109
O -12.06223 0.80812 0.25027
H -9.00219 0.01251 0.56364
H -10.39692 -1.01220 0.47610
H -10.86756 2.97867 0.27361
H -9.27416 2.31997 0.44649

Atoms 1-3, force components in eV/Å:
-0.2 -0.1 0.4
-2.7 1.9 1.0
1.7 -2.1 -0.2

***

No. 6
Density functional theory data (wB97M-V/def2-TZVPD) for a cluster of 2 separate species, C5H7N2 in total in a non-equilibrium geometry.

Its relative energy (zero: lowest compared OMol25 entry of this formula, charge and spin) is 818.5 kJ/mol. Its net charge is +1. The orbital gap (spin up / spin down) comes out at 5.64 / 4.00 eV. Its calculated total energy is -303.7072 hartree. Its maximum force is 3.4 eV Å⁻¹.

Cartesian coordinates (Å):
C -2.58630 0.87551 -1.17440
C -1.56305 1.72127 -0.86143
C -0.67606 0.70347 -0.39493
C 2.22237 -0.17129 1.16486
C 1.94600 -1.38775 0.77024
N -2.47027 -0.39081 -0.91168
N -1.20539 -0.52734 -0.45042
H -1.36752 2.76695 -0.99327
H 0.34824 0.78372 -0.09395
H -3.07412 -1.16092 -0.88347
H 3.07463 0.33275 0.79328
H 1.60367 0.41453 1.84207
H 1.24378 -2.05843 1.31190
H 2.50401 -1.90166 -0.11880

Atoms 1-3, force components in eV/Å:
-0.1 0.2 -1.0
1.3 -0.9 1.1
-0.5 1.5 -0.6